Record 1
Density functional theory data (the ωB97M-V functional and the def2-TZVPD basis) for a structure of composition C36H57Br2N6O2PRuSTe.

Geometry (Å):
Ru  -0.13767  -2.18459  -0.42631
Br  3.97134  -3.88926  4.54605
C  2.85466  -3.37016  3.15482
C  2.63612  -2.02376  2.88515
C  1.79825  -1.69021  1.84335
N  1.19933  -2.61216  1.08119
C  1.39581  -3.92263  1.34279
C  2.21905  -4.33168  2.37316
C  0.66190  -4.84812  0.45702
C  0.76006  -6.22279  0.54705
C  0.06919  -7.01642  -0.36244
Br  0.17523  -8.86824  -0.26165
C  -0.68136  -6.39905  -1.35484
C  -0.73546  -5.02239  -1.37702
N  -0.10898  -4.25079  -0.48021
H  3.10770  -1.25063  3.47511
H  1.56946  -0.66414  1.59788
H  2.37689  -5.37894  2.58303
H  1.37239  -6.69008  1.30349
H  -1.20791  -6.97690  -2.10083
H  -1.28409  -4.50262  -2.14709
C  2.76057  1.54483  -5.09328
C  2.86254  0.39628  -4.16602
N  3.95297  -0.09824  -3.65367
N  3.54371  -1.12388  -2.88264
C  2.22407  -1.28705  -2.88730
S  1.38153  -2.59528  -2.11836
N  1.78305  -0.33894  -3.72394
N  0.44450  -0.10920  -4.04875
H  3.75565  1.95030  -5.25691
H  2.11728  2.32303  -4.67868
H  2.35486  1.23667  -6.05899
H  4.21960  -1.68131  -2.37985
H  0.40312  0.10198  -5.04389
H  -0.03256  -0.99632  -3.90296
C  -3.54459  -1.90351  2.46770
C  -2.12675  -2.21672  2.15354
C  -1.20251  -2.49444  3.29182
O  -1.76348  -2.24275  0.97111
H  -3.58302  -1.14199  3.25055
H  -4.01576  -2.79473  2.89384
H  -4.09275  -1.57702  1.58809
H  -1.75971  -2.77582  4.18273
H  -0.65304  -1.57654  3.52234
H  -0.48484  -3.27223  3.03960
C  -3.68460  -3.33587  -1.43430
Te  -2.46730  -1.63016  -1.79657
C  -2.42655  -1.94865  -3.90202
H  -3.48026  -4.11196  -2.16609
H  -4.71867  -3.01319  -1.52516
H  -3.49395  -3.69507  -0.42645
H  -3.44285  -2.21491  -4.18507
H  -1.74477  -2.74935  -4.18135
H  -2.17297  -1.01574  -4.39952
O  -0.10096  -0.12061  0.05966
P  -0.02617  1.41788  -0.04851
C  -1.28038  1.93345  -1.27704
C  -1.05887  3.23279  -2.07144
C  -1.60688  4.47822  -1.38366
C  -3.09183  4.31227  -1.07632
C  -3.34886  3.08122  -0.21351
C  -2.74934  1.81335  -0.81802
C  -0.22030  2.01829  1.66174
C  -1.30758  1.24494  2.42381
C  -1.18402  1.51397  3.92326
C  -1.26630  3.00816  4.22639
C  -0.24375  3.79863  3.41497
C  -0.39261  3.52386  1.91759
C  1.59566  1.88957  -0.75397
C  2.73102  0.90429  -0.42141
C  3.47491  1.19154  0.87992
C  4.03362  2.60825  0.86168
C  2.88861  3.59940  0.70731
C  2.06761  3.35033  -0.56069
H  -1.08783  1.11346  -1.98572
H  -1.59515  3.10661  -3.01819
H  -0.00895  3.36044  -2.33922
H  -1.45220  5.34123  -2.03237
H  -1.05271  4.68133  -0.46243
H  -3.64075  4.21719  -2.01872
H  -3.48042  5.20224  -0.58137
H  -4.42219  2.92794  -0.08883
H  -2.95518  3.24703  0.78994
H  -3.33133  1.56296  -1.71152
H  -2.87318  0.96965  -0.13332
H  0.74835  1.72473  2.09520
H  -1.21959  0.18002  2.20503
H  -2.29441  1.56506  2.07634
H  -0.22317  1.12207  4.28060
H  -1.96616  0.97719  4.46578
H  -1.12275  3.18438  5.29225
H  -2.27198  3.36672  3.98407
H  0.77056  3.53169  3.73402
H  -0.35789  4.86640  3.60244
H  0.31459  4.12415  1.35078
H  -1.38676  3.83625  1.60114
H  1.36714  1.75957  -1.82061
H  3.46730  1.00015  -1.22553
H  2.35825  -0.12228  -0.44986
H  4.27512  0.45811  1.00538
H  2.81217  1.08717  1.74821
H  4.74214  2.71086  0.03386
H  4.58742  2.81475  1.77744
H  3.26517  4.62247  0.67782
H  2.26224  3.52995  1.59951
H  2.70396  3.58663  -1.42001
H  1.23018  4.04742  -0.61311

LUMO (spin up / spin down) = -8.42 / -9.68 eV
2S+1 = 2
charge = +3
<S²> = 0.757
orbital gap (spin up / spin down) = 8.2 / 7.0 eV


Record 2
Density functional theory data (the ωB97M-V functional and the def2-TZVPD basis) for a cluster of 10 separate species, C36H57F3N2O10S3 in total at a distorted geometry.

Geometry (Å):
C  1.02667  -2.84360  0.01211
C  0.91138  -1.43625  0.41007
O  1.68598  -1.05262  1.41265
N  0.01410  -0.42425  -0.27031
H  0.28343  -0.47387  -1.44888
H  -0.95422  -0.92132  -0.18669
C  -0.13717  0.90765  0.42757
H  1.91599  -3.30438  0.00701
H  0.58773  -3.04804  -1.04617
H  0.40478  -3.27479  0.85370
H  -0.30128  0.83488  1.43942
H  -1.11094  1.09290  -0.21809
H  0.65906  1.63903  0.19180
C  -2.35933  1.03902  -3.38541
C  -2.19039  -0.23153  -4.09130
O  -2.67456  -0.29509  -5.26645
N  -1.23362  -1.28439  -3.49797
H  -0.33081  -0.66561  -3.17436
H  -1.58435  -1.59436  -2.53700
C  -0.97833  -2.52550  -4.27745
H  -1.53378  1.36154  -2.86187
H  -3.12053  0.92682  -2.66863
H  -2.73356  1.88083  -3.90310
H  -1.93717  -2.77740  -4.61385
H  -0.61071  -3.39587  -3.67570
H  -0.67767  -2.35704  -5.32567
O  -2.15843  -1.71650  -1.07003
H  -2.96441  -1.30669  -0.90289
O  0.97455  -0.19517  -2.67748
H  1.48043  0.49588  -2.86856
F  0.91023  7.63115  -1.87102
C  0.83435  6.28971  -2.01645
C  0.08163  5.60414  -2.99263
C  0.08084  4.18473  -3.05740
C  0.81894  3.41820  -2.19810
C  1.71531  4.04058  -1.35979
C  1.68707  5.49242  -1.17956
H  -0.65845  6.04217  -3.71486
H  -0.60102  3.46340  -3.69327
H  0.95713  2.30701  -2.39194
H  2.52914  3.72186  -0.63352
H  2.27664  6.06390  -0.59513
F  5.30320  -3.09814  -6.65427
C  4.31722  -3.26321  -5.75308
C  4.01909  -2.12711  -4.87884
C  3.00943  -2.23646  -3.85357
C  2.31496  -3.50112  -3.78185
C  2.70948  -4.63531  -4.69607
C  3.63348  -4.48305  -5.73042
H  4.45694  -1.30710  -4.95388
H  2.76081  -1.35268  -3.27329
H  1.43303  -3.31717  -3.13414
H  2.20799  -5.47724  -4.53576
H  3.99356  -5.14838  -6.38203
F  -3.08027  -5.74086  2.99021
C  -2.91660  -4.51561  3.58291
C  -3.93428  -4.01955  4.37134
C  -3.69202  -2.76060  4.99753
C  -2.47897  -2.11133  4.90060
C  -1.54049  -2.60678  4.01280
C  -1.70773  -3.86401  3.35206
H  -4.90832  -4.52085  4.49363
H  -4.56437  -2.39365  5.57967
H  -2.27123  -1.07438  5.49144
H  -0.73409  -2.01973  3.85865
H  -1.14162  -4.34062  2.64879
C  0.03674  3.83546  3.08901
C  1.45874  3.78466  3.66126
C  1.73920  2.41648  4.00001
S  0.13095  1.80588  4.56833
O  -0.00444  2.08097  5.90660
O  0.16999  0.45131  4.15221
C  -0.94338  2.87222  3.66236
H  -0.00194  3.44953  2.11439
H  -0.38054  4.82452  3.37571
H  1.68244  4.47970  4.34995
H  2.18492  3.92954  2.97016
H  2.34864  2.06232  4.74634
H  1.68014  1.91169  3.12685
H  -1.82814  3.34392  4.06500
H  -1.13014  2.19326  2.85942
C  -6.18987  0.68231  2.65756
C  -5.59938  -0.67451  2.22985
C  -4.34130  -0.48922  1.58418
S  -4.53904  1.02853  0.65973
O  -5.07001  0.69101  -0.57264
O  -3.24215  1.65280  0.88660
C  -5.78937  1.70805  1.63426
H  -5.90629  1.00554  3.60252
H  -7.24669  0.41048  2.69877
H  -6.26548  -1.03707  1.62303
H  -5.46096  -1.25526  3.14074
H  -3.89019  -1.34615  0.84525
H  -3.44522  -0.30881  2.18487
H  -6.59483  2.06276  0.79304
H  -5.19528  2.49433  2.16569
C  5.14559  -1.26105  1.12504
C  4.60340  -1.25371  -0.31728
C  4.38837  -0.00766  -0.84170
S  4.69896  1.23629  0.42691
O  3.52930  1.34288  1.14657
O  5.41312  2.32661  -0.12463
C  5.73211  0.16420  1.33309
H  5.87446  -1.83920  1.26365
H  4.26597  -1.46822  1.94784
H  3.89761  -1.98712  -0.40172
H  5.35952  -1.70331  -0.86220
H  3.28656  0.00301  -1.22469
H  4.77876  0.30478  -1.63178
H  5.70656  0.39775  2.54203
H  6.77874  0.27987  1.10260

LUMO = 0.25 eV
2S+1 = 1
orbital gap = 9.2 eV


Record 3
Density functional theory data (the ωB97M-V functional and the def2-TZVPD basis) for a structure of composition C36H57N6O10P2Sc.

Geometry (Å):
Sc  0.60270  -0.36488  0.82555
C  0.56938  -0.57952  4.80433
O  0.72075  0.10000  3.55815
C  0.96404  1.45366  3.62238
C  0.50641  2.29162  4.62333
C  0.82070  3.64575  4.56621
C  1.59007  4.15734  3.53066
C  2.06427  3.31123  2.53911
C  1.74964  1.96439  2.58899
N  2.16517  1.00227  1.63254
N  3.33819  1.12471  1.20466
C  3.86238  0.15705  0.38219
C  3.33262  -1.14538  0.25398
O  2.19654  -1.52743  0.79399
C  4.08133  -2.11734  -0.46769
C  5.24632  -1.79267  -1.07977
C  5.79684  -0.47995  -1.00136
C  6.99837  -0.15035  -1.66127
C  7.52346  1.11035  -1.56383
C  6.86261  2.07771  -0.78779
C  5.68988  1.78103  -0.13964
C  5.12434  0.49392  -0.23846
H  1.40224  -0.34173  5.46662
H  -0.37211  -0.31191  5.28533
H  0.57179  -1.64212  4.57710
H  -0.07649  1.90467  5.44731
H  0.46387  4.30330  5.34726
H  1.82954  5.21115  3.50428
H  2.69267  3.67717  1.73692
H  3.67093  -3.11679  -0.51829
H  5.78724  -2.54525  -1.64153
H  7.50357  -0.91534  -2.23835
H  8.44998  1.35815  -2.06356
H  7.28987  3.06747  -0.69176
H  5.19698  2.53066  0.46293
N  0.69550  3.52947  -1.05533
C  1.22609  2.68647  -2.12179
C  2.76504  2.63291  -2.17820
C  3.42268  1.47914  -2.94548
C  2.88661  1.14809  -4.33878
N  2.60106  2.32159  -5.17006
C  1.42692  2.59998  -5.73073
N  0.31378  1.99400  -5.34126
N  1.37920  3.52603  -6.70013
C  0.64185  1.29122  -1.95010
O  0.06067  0.72358  -2.87209
O  0.85865  0.76905  -0.79299
H  0.99827  4.48928  -1.17008
H  1.03210  3.20471  -0.15524
H  0.83351  3.08338  -3.05854
H  3.13352  2.57753  -1.15055
H  3.11052  3.59230  -2.57392
H  3.33480  0.55708  -2.36345
H  4.49424  1.68653  -3.00421
H  1.97591  0.56455  -4.26760
H  3.61529  0.53163  -4.86754
H  3.38268  2.89700  -5.44247
H  0.23682  1.48375  -4.44265
H  -0.53396  2.16609  -5.85406
H  2.21261  3.82962  -7.17233
H  0.49978  3.86126  -7.05149
C  -5.24857  1.83086  3.53386
C  -4.14062  1.68305  2.51952
C  -3.10552  2.78320  2.58950
O  -3.51564  0.37170  2.81408
P  -2.47914  -0.38103  1.93891
O  -1.24507  0.39561  1.59484
C  -3.24857  -0.85592  0.37541
P  -2.14776  -1.95886  -0.53820
O  -0.70645  -1.66881  -0.26537
O  -2.61846  -3.36965  -0.05151
C  -1.81943  -4.58185  -0.35677
C  -0.97049  -4.89421  0.85356
C  -2.80624  -5.67006  -0.70388
O  -2.42069  -1.81920  -2.06394
C  -3.64763  -2.29300  -2.72701
C  -3.21003  -3.17485  -3.87249
C  -4.43377  -1.07866  -3.16672
O  -2.09090  -1.66590  2.72772
C  -2.93232  -2.56466  3.55888
C  -3.01989  -2.00976  4.96166
C  -4.28538  -2.81878  2.93131
H  -5.79850  2.75074  3.33825
H  -4.83334  1.88532  4.54060
H  -5.94549  0.99552  3.48184
H  -4.56118  1.60364  1.51314
H  -2.61891  2.78086  3.56595
H  -3.60786  3.74165  2.45825
H  -2.34124  2.68546  1.82059
H  -3.37644  0.05877  -0.20945
H  -4.21872  -1.33089  0.52120
H  -1.18578  -4.34537  -1.21537
H  -1.60893  -5.10039  1.71421
H  -0.30043  -4.06745  1.08719
H  -0.36680  -5.78035  0.65813
H  -3.46475  -5.86670  0.14294
H  -2.26851  -6.58786  -0.94071
H  -3.41481  -5.39793  -1.56561
H  -4.21824  -2.87627  -1.99966
H  -2.60346  -2.60287  -4.57469
H  -4.08483  -3.55827  -4.39738
H  -2.62294  -4.02129  -3.51706
H  -3.83204  -0.46797  -3.83986
H  -4.73702  -0.46691  -2.31651
H  -5.33409  -1.39443  -3.69308
H  -2.34413  -3.48088  3.55348
H  -3.55284  -1.05947  4.97221
H  -2.02955  -1.87298  5.39081
H  -3.56362  -2.71720  5.58781
H  -4.88804  -1.90883  2.91401
H  -4.81663  -3.54998  3.54003
H  -4.18850  -3.22613  1.92596

LUMO = -4.69 eV
2S+1 = 1
charge = +2
orbital gap = 7.2 eV


Record 4
Density functional theory data (the ωB97M-V functional and the def2-TZVPD basis) for a cluster of 3 separate species, C36H58F3N3O9P2 in total at a distorted geometry.

Geometry (Å):
C  2.68154  3.57308  -2.20737
P  1.55212  3.75891  -0.68971
O  2.46654  3.10768  0.63517
C  -0.06238  2.77206  -0.91882
C  -0.23290  1.52899  0.00195
C  -1.53471  0.70148  -0.07981
C  -2.63545  1.12772  -1.08655
C  -2.48444  2.34580  -2.06455
C  -1.18182  3.16675  -1.95610
C  -0.93667  4.45569  -2.84650
C  -1.51646  5.72442  -1.99684
C  -2.55098  6.63531  -2.82060
C  -1.76964  7.85285  -3.53383
C  -1.68864  7.52585  -5.10888
N  -0.23916  7.28239  -5.45840
C  -3.67956  2.61285  -3.06182
O  -3.53298  3.37699  -4.06787
C  -5.13365  1.91168  -2.93838
P  -6.49623  2.57734  -4.03520
O  -7.81782  1.82566  -4.02352
O  -6.64846  4.26570  -3.75954
O  -5.89063  2.46979  -5.65239
C  -5.23639  0.84574  -2.00514
C  -6.63105  0.10758  -1.75817
O  -7.68503  0.94687  -1.22890
C  -7.55998  1.16691  0.15395
F  -7.40158  0.01056  0.93840
F  -8.78625  1.76578  0.58749
F  -6.55460  2.14982  0.42750
C  -3.98806  0.29900  -1.13717
O  -4.02011  -0.79022  -0.50177
H  2.14073  3.83262  -3.18940
H  3.13199  2.51643  -2.29699
H  3.59137  4.28470  -2.15350
H  1.83574  3.10323  1.39066
H  0.58254  1.20721  0.74649
H  -1.73480  -0.22232  0.56043
H  -1.31653  4.40900  -3.91483
H  0.19933  4.66271  -2.93024
H  -2.09589  5.29589  -1.08987
H  -0.65647  6.33224  -1.51848
H  -3.26641  7.09679  -2.03836
H  -3.18443  5.99740  -3.52047
H  -0.73632  7.99163  -3.04204
H  -2.36227  8.80581  -3.30429
H  -2.24665  6.55210  -5.38106
H  -2.17045  8.36833  -5.71619
H  -0.27729  6.65873  -6.28881
H  0.15337  6.72714  -4.67261
H  -6.32013  4.72025  -4.57796
H  -5.16746  1.79012  -5.64846
H  -7.00152  -0.24396  -2.79531
H  -6.45119  -0.85828  -1.16400
C  4.06500  -2.09221  4.41949
C  3.79728  -1.06828  3.28053
C  4.77120  -1.29922  2.09426
C  6.19716  -0.86114  2.41276
C  6.22283  0.59576  2.85108
C  5.28451  0.84257  4.05309
N  3.89565  0.32589  3.81194
O  3.29668  1.15152  2.91364
C  5.91394  0.18572  5.30804
C  5.27640  2.34976  4.40570
C  2.37532  -1.43294  2.79241
H  4.82244  -2.83346  4.14026
H  4.34363  -1.64078  5.36791
H  3.16142  -2.65589  4.67101
H  4.43220  -0.74579  1.20864
H  4.77241  -2.35670  1.80047
H  6.63251  -1.51434  3.17233
H  6.83039  -0.99055  1.52748
H  7.24544  0.88147  3.11448
H  5.93636  1.23226  2.00585
H  5.23791  0.23774  6.16051
H  6.83815  0.69803  5.58850
H  6.20624  -0.84912  5.15054
H  4.96088  2.98475  3.57749
H  6.28020  2.68500  4.68474
H  4.61936  2.54916  5.26008
H  1.64297  -1.29483  3.59581
H  2.33161  -2.49021  2.49718
H  2.04362  -0.86026  1.93110
C  -1.78261  -5.32215  -0.01982
C  -0.24707  -5.31512  -0.26482
C  0.19723  -6.60454  -1.00629
C  0.15284  -7.83970  -0.11253
C  0.99274  -7.62469  1.13772
C  0.54620  -6.36385  1.91026
N  0.47738  -5.14761  1.03249
O  1.75254  -4.77031  0.74776
C  -0.82623  -6.65457  2.56933
C  1.48266  -6.13716  3.12184
C  -0.04044  -4.12679  -1.23412
H  -2.27274  -6.18328  -0.48828
H  -2.06667  -5.27966  1.02816
H  -2.25887  -4.43120  -0.44030
H  1.22127  -6.49283  -1.38621
H  -0.43043  -6.77293  -1.89079
H  -0.88086  -8.08736  0.13871
H  0.52917  -8.70904  -0.66389
H  0.91685  -8.50271  1.78576
H  2.04863  -7.54511  0.85430
H  -1.23612  -5.75991  3.03617
H  -0.72644  -7.41614  3.34737
H  -1.55865  -7.05944  1.87602
H  2.53048  -6.02491  2.84211
H  1.43739  -6.98878  3.80776
H  1.18220  -5.24841  3.68891
H  -0.34599  -3.18566  -0.76364
H  -0.66208  -4.25479  -2.13045
H  0.98209  -4.01406  -1.58218

LUMO (spin up / spin down) = -1.05 / -3.87 eV
2S+1 = 3
<S²> = 3.048
orbital gap (spin up / spin down) = 5.4 / 5.2 eV


E, respectively: -221356.9638; -102353.7966; -106951.1950; -87889.4432 eV.